1.
Here is a molecular structure, C34H58HgO18S7 from the OMol25 dataset. Energies are from the ωB97M-V functional and the def2-TZVPD basis.

Properties
Strongest force on any atom   6.93 eV/Å
Frontier orbital gap   2.86 eV

XYZ file:
```
118
C34H58HgO18S7 | the OMol25 dataset | the ωB97M-V functional and the def2-TZVPD basis
Hg -14.919 18.153 17.044
C -19.597 20.269 22.055
C -18.631 20.219 20.982
C -18.298 21.608 20.264
O -17.735 21.465 19.155
C -18.692 22.819 20.915
C -19.523 22.765 21.994
C -20.011 21.443 22.611
O -20.777 21.342 23.614
O -19.812 23.974 22.455
O -18.087 19.219 20.555
H -19.956 19.284 22.314
H -18.311 23.751 20.527
C -11.230 26.165 16.086
C -12.322 26.512 15.079
C -13.121 25.296 14.707
S -11.855 23.896 14.895
O -11.389 23.356 13.657
O -12.258 22.980 15.986
C -10.496 24.877 15.556
H -11.610 25.849 17.058
H -10.657 27.090 16.141
H -11.779 26.951 14.243
H -12.823 27.389 15.489
H -13.667 25.162 13.774
H -13.856 25.015 15.461
H -9.887 25.245 14.731
H -9.857 24.220 16.146
C -14.420 9.537 13.343
C -15.792 9.800 12.750
C -16.314 11.132 13.243
S -14.801 12.192 12.960
O -14.683 13.156 14.063
O -14.789 12.549 11.556
C -13.591 10.808 13.185
H -14.031 8.703 12.758
H -14.472 9.254 14.394
H -16.381 8.925 13.026
H -15.754 9.705 11.665
H -16.447 11.152 14.325
H -17.245 11.476 12.791
H -12.958 11.006 14.049
H -13.050 10.926 12.246
C -6.779 17.311 14.264
C -6.007 17.368 15.565
C -7.024 17.197 16.651
S -8.388 16.121 15.989
O -9.635 16.928 15.843
O -8.429 14.720 16.462
C -7.599 15.997 14.334
H -6.081 17.278 13.428
H -7.408 18.179 14.066
H -5.568 18.365 15.600
H -5.219 16.614 15.567
H -7.707 18.021 16.854
H -6.623 16.708 17.539
H -8.419 15.706 13.677
H -6.903 15.166 14.450
C -18.084 18.501 8.758
C -16.592 18.773 8.418
C -16.086 19.972 9.270
S -16.861 19.753 10.945
O -17.514 20.997 11.289
O -15.956 19.148 11.881
C -18.253 18.608 10.315
H -18.342 17.458 8.569
H -18.815 19.095 8.210
H -16.479 18.958 7.350
H -15.917 17.952 8.658
H -16.659 20.819 8.893
H -15.030 20.146 9.477
H -19.173 18.905 10.818
H -18.033 17.625 10.731
C -14.191 12.319 23.983
C -12.840 12.197 23.322
C -13.058 11.723 21.957
S -14.546 12.631 21.246
O -15.395 11.769 20.431
O -14.023 13.948 20.757
C -15.257 12.932 22.970
H -14.145 12.924 24.888
H -14.610 11.383 24.352
H -12.234 11.486 23.884
H -12.389 13.188 23.374
H -13.421 10.731 22.226
H -12.213 11.644 21.273
H -16.183 12.367 23.080
H -15.447 14.000 23.078
C -23.500 15.907 18.453
C -22.742 14.765 19.237
C -21.457 14.314 18.496
S -21.343 15.334 16.908
O -21.885 14.773 15.704
O -20.063 15.978 16.803
C -22.512 16.571 17.468
H -23.897 16.733 19.043
H -24.272 15.413 17.864
H -23.410 13.946 19.503
H -22.553 14.953 20.294
H -21.327 13.253 18.279
H -20.542 14.693 18.951
H -22.838 17.081 16.561
H -21.820 17.243 17.975
C -11.407 22.789 24.426
C -12.612 21.987 24.952
C -12.442 20.545 24.449
S -11.548 20.646 22.883
O -12.462 20.207 21.790
O -10.221 19.928 22.850
C -11.372 22.521 22.905
H -10.434 22.524 24.840
H -11.452 23.814 24.793
H -13.466 22.388 24.405
H -12.730 22.059 26.033
H -13.399 20.030 24.376
H -11.860 20.003 25.194
H -12.339 22.745 22.455
H -10.515 22.973 22.404
```

2.
Here is 9 unconnected molecules or ions with the total composition C34H58N9O13 from the OMol25 dataset. Energies are from the ωB97M-V functional and the def2-TZVPD basis.

Properties
Strongest force on any atom   7.70 eV/Å
Net charge   -1
Frontier orbital gap   1.07 eV

XYZ file:
```
114
C34H58N9O13 | the OMol25 dataset | the ωB97M-V functional and the def2-TZVPD basis
C -4.141 9.310 2.673
C -2.934 10.155 2.882
C -1.648 9.463 2.438
C -1.579 9.092 0.920
N -0.213 8.366 0.622
C -0.078 8.153 -0.898
C -0.266 6.646 -1.251
C 0.462 6.050 -0.035
C -0.145 6.870 1.102
C 1.099 9.020 1.171
C 1.156 10.455 0.619
C 2.102 11.268 1.494
H -5.021 9.825 3.056
H -4.025 8.429 3.305
H -4.511 9.074 1.675
H -2.682 10.395 3.915
H -2.972 11.091 2.325
H -1.557 8.540 3.011
H -0.776 10.078 2.662
H -1.609 9.930 0.224
H -2.261 8.348 0.506
H 0.877 8.536 -1.256
H -0.843 8.634 -1.507
H 0.227 6.344 -2.175
H -1.291 6.276 -1.226
H 1.551 6.026 -0.062
H 0.149 5.053 0.274
H 0.482 6.749 1.986
H -1.172 6.731 1.438
H 1.834 8.340 0.740
H 1.069 9.039 2.260
H 0.179 10.888 0.404
H 1.763 10.305 -0.274
H 3.061 10.751 1.485
H 1.743 11.360 2.519
H 2.059 12.340 1.300
C 2.282 -4.198 1.747
O 2.925 -5.188 1.987
O 2.693 -3.365 0.972
O 1.326 -4.082 2.511
C 1.764 -2.632 -7.584
C 0.875 -3.186 -8.500
C -0.480 -3.311 -8.143
C -0.870 -2.885 -6.858
C 0.066 -2.307 -5.980
C 1.403 -2.253 -6.380
O 2.406 -1.920 -5.462
O -1.250 -4.122 -8.922
H 2.830 -2.508 -7.702
H 1.209 -3.568 -9.454
H -1.869 -3.064 -6.487
H -0.318 -2.021 -5.012
H 2.369 -2.290 -4.576
H -1.071 -4.464 -9.801
C -2.361 -11.400 -0.645
C -3.646 -11.299 -1.227
C -4.090 -10.228 -2.000
C -3.179 -9.224 -2.275
C -1.963 -9.255 -1.661
C -1.606 -10.286 -0.799
O -0.317 -10.244 -0.267
O -5.338 -10.206 -2.589
H -2.077 -12.261 -0.057
H -4.304 -12.119 -0.982
H -3.622 -8.607 -3.042
H -1.225 -8.511 -1.924
H -0.025 -9.346 -0.094
H -5.296 -9.890 -3.494
C -5.342 -1.142 0.080
C -6.395 -1.003 -0.727
C -7.164 0.112 -0.775
C -6.798 1.178 0.035
C -5.763 1.023 0.974
C -5.122 -0.202 1.093
O -4.242 -0.373 2.100
O -8.153 0.171 -1.678
H -4.708 -2.014 0.010
H -6.735 -1.862 -1.286
H -7.370 2.090 -0.047
H -5.555 1.738 1.756
H -3.613 -1.042 1.822
H -8.619 -0.595 -2.020
C -4.491 -6.238 5.972
O -4.955 -6.950 6.881
N -3.950 -6.690 4.847
N -4.488 -4.957 6.149
H -3.193 -6.119 4.500
H -3.765 -7.672 4.994
H -4.164 -4.316 5.440
H -4.788 -4.760 7.093
C 5.227 2.699 3.768
O 5.252 3.582 4.593
N 4.412 1.697 3.758
N 6.049 2.652 2.745
H 3.862 1.580 4.597
H 4.487 1.055 2.982
H 6.713 3.411 2.705
H 6.234 1.785 2.261
C 9.141 -3.703 2.523
O 10.318 -3.674 2.787
N 8.618 -3.182 1.482
N 8.183 -4.148 3.343
H 9.103 -2.704 0.736
H 7.721 -3.589 1.256
H 8.624 -4.625 4.116
H 7.222 -4.254 3.052
C 6.824 -7.215 -2.570
O 7.690 -7.490 -3.321
N 6.525 -7.837 -1.478
N 5.891 -6.327 -2.690
H 6.923 -8.743 -1.272
H 5.915 -7.371 -0.822
H 5.827 -5.651 -3.438
H 5.279 -6.016 -1.948
```

3.
Here is 10 unconnected molecules or ions with the total composition C34H58O30 from the OMol25 dataset. Energies are from the ωB97M-V functional and the def2-TZVPD basis.

Properties
Strongest force on any atom   2.34 eV/Å
Frontier orbital gap   10.43 eV
Structure (SMILES)   C[C@H]1COC(=O)O1.CCOC(=O)OC.CCOC(=O)OC.CCOC(=O)OC.COC(=O)OC.COC(=O)OC.O=C1OCCO1.O=C1OCCO1.O=C1OCCO1.O=C1OCCO1

XYZ file:
```
122
C34H58O30 | the OMol25 dataset | the ωB97M-V functional and the def2-TZVPD basis
C -4.142 -4.453 1.345
C -4.055 -5.670 2.266
C -5.134 -5.684 3.372
O -6.095 -6.668 2.974
C -5.634 -7.296 1.897
O -6.233 -8.122 1.262
O -4.434 -6.859 1.533
H -3.676 -3.618 1.871
H -5.163 -4.141 1.118
H -3.680 -4.672 0.386
H -3.047 -5.817 2.643
H -5.569 -4.710 3.588
H -4.735 -6.037 4.326
C -1.724 -1.482 -0.607
C -1.019 -0.769 0.539
O -0.086 0.140 -0.040
C 0.634 0.905 0.756
O 0.730 0.920 1.959
O 1.455 1.603 -0.025
C 2.346 2.550 0.558
H -1.027 -1.929 -1.314
H -2.283 -0.695 -1.113
H -2.344 -2.310 -0.269
H -0.515 -1.470 1.207
H -1.731 -0.267 1.200
H 1.874 3.143 1.337
H 2.690 3.176 -0.261
H 3.207 1.986 0.921
C -2.659 -0.931 -4.182
C -2.698 -0.329 -5.587
O -2.824 -1.333 -6.576
C -2.693 -1.030 -7.876
O -2.689 -1.835 -8.758
O -2.555 0.278 -8.042
C -2.778 0.843 -9.326
H -3.682 -1.103 -3.829
H -2.219 -0.316 -3.405
H -2.156 -1.895 -4.280
H -1.715 0.119 -5.749
H -3.496 0.415 -5.588
H -2.226 0.286 -10.084
H -2.477 1.884 -9.326
H -3.838 0.724 -9.559
C 1.128 -2.229 3.386
C 1.919 -2.199 4.669
O 2.169 -0.847 5.030
C 2.837 -0.548 6.118
O 3.493 -1.309 6.761
O 2.750 0.770 6.385
C 1.940 1.584 5.557
H 1.591 -1.553 2.670
H 0.085 -1.933 3.517
H 1.053 -3.254 3.025
H 2.861 -2.755 4.666
H 1.388 -2.751 5.454
H 1.087 1.113 5.069
H 2.598 2.008 4.795
H 1.545 2.401 6.160
C -1.314 3.559 6.846
O -1.721 3.033 5.584
C -2.931 3.332 5.159
O -3.728 4.059 5.671
O -3.196 2.721 3.988
C -2.276 1.817 3.406
H -1.303 4.647 6.905
H -0.368 3.112 7.122
H -2.077 3.280 7.578
H -2.696 1.471 2.467
H -2.043 0.979 4.068
H -1.315 2.308 3.228
C 5.093 5.568 -0.785
O 4.099 5.552 -1.818
C 4.111 6.621 -2.638
O 4.737 7.609 -2.497
O 3.191 6.440 -3.593
C 2.937 5.146 -4.124
H 6.059 5.929 -1.142
H 5.159 4.587 -0.340
H 4.832 6.333 -0.055
H 3.693 4.848 -4.852
H 1.977 5.207 -4.631
H 2.879 4.382 -3.352
O 0.796 1.967 -4.192
C 0.044 2.375 -3.375
O -1.235 1.943 -3.208
C -1.922 2.905 -2.421
C -0.800 3.591 -1.644
O 0.290 3.421 -2.556
H -2.479 3.600 -3.049
H -2.634 2.402 -1.769
H -0.498 3.147 -0.696
H -1.070 4.630 -1.470
O 4.738 5.059 2.266
C 5.038 3.910 2.320
O 4.488 3.006 3.125
C 5.241 1.809 3.111
C 6.364 2.058 2.086
O 6.023 3.346 1.577
H 5.599 1.513 4.094
H 4.619 0.996 2.732
H 6.302 1.319 1.286
H 7.370 1.930 2.485
O 0.174 -3.873 0.618
C -0.499 -4.613 -0.018
O -0.727 -4.440 -1.364
C -1.856 -5.207 -1.740
C -1.754 -6.363 -0.768
O -1.146 -5.717 0.368
H -2.759 -4.597 -1.657
H -1.783 -5.529 -2.777
H -1.016 -7.110 -1.063
H -2.677 -6.859 -0.476
O 0.186 -3.731 -4.318
C 0.836 -2.938 -3.717
O 1.978 -3.192 -3.045
C 2.357 -2.039 -2.323
C 1.403 -0.915 -2.725
O 0.475 -1.647 -3.555
H 2.207 -2.242 -1.255
H 3.421 -1.831 -2.431
H 1.941 -0.141 -3.269
H 0.816 -0.514 -1.906
```

4.
Here is a molecular structure, C34H59AuClN2O2Si from the OMol25 dataset. Energies are from the ωB97M-V functional and the def2-TZVPD basis.

Properties
Strongest force on any atom   2.42 eV/Å
Net charge   +1
Frontier orbital gap (alpha / beta)   7.99 / 4.25 eV
Multiplicity   3

XYZ file:
```
100
C34H59AuClN2O2Si | the OMol25 dataset | the ωB97M-V functional and the def2-TZVPD basis
O 1.504 -1.569 -1.033
O 0.960 -0.141 -4.021
C 2.616 -1.524 -0.157
C 2.821 -2.665 0.830
H 2.535 -0.580 0.402
H 3.478 -1.448 -0.831
H 2.156 -2.599 1.697
H 3.836 -2.598 1.225
H 2.709 -3.657 0.386
C 0.349 -2.368 -0.740
C 0.100 -3.284 -1.920
H -0.493 -1.667 -0.607
H 0.492 -2.913 0.209
H 0.008 -2.683 -2.833
H -0.807 -3.876 -1.787
H 0.938 -3.983 -2.032
C -0.103 0.460 -4.774
C 1.916 -0.861 -4.805
C -1.407 -0.274 -4.541
H 0.113 0.498 -5.859
H -0.213 1.495 -4.413
H -1.307 -1.330 -4.829
H -2.205 0.184 -5.142
H -1.687 -0.219 -3.479
C 1.309 -2.035 -5.557
H 2.664 -1.206 -4.076
H 2.420 -0.171 -5.512
H 0.737 -2.689 -4.887
H 2.112 -2.629 -6.006
H 0.645 -1.678 -6.355
H 1.613 0.438 -1.791
N -1.128 -0.961 3.457
C -1.938 -0.320 4.271
C -2.614 0.874 3.937
C -2.592 1.610 2.753
C -2.250 -0.872 5.653
H -1.395 -1.426 6.061
H -3.099 -1.570 5.613
H -2.499 -0.057 6.346
C -3.690 2.616 2.509
H -4.275 2.346 1.619
H -3.256 3.622 2.380
H -4.367 2.632 3.366
N -1.613 1.535 1.829
C -0.784 -2.306 3.524
C 0.512 -2.711 3.973
C 1.539 -1.773 4.505
C 0.866 -4.050 3.959
H 1.867 -4.312 4.305
C -0.008 -5.016 3.466
H 0.299 -6.064 3.453
C -1.277 -4.641 3.012
H -1.994 -5.385 2.641
C -1.676 -3.303 3.036
C -3.022 -2.889 2.531
C -1.824 1.984 0.494
C -1.298 3.218 0.052
C -0.473 4.062 0.982
C -1.639 3.649 -1.235
H -1.243 4.598 -1.595
C -2.500 2.916 -2.058
H -2.776 3.259 -3.060
C -3.015 1.709 -1.602
H -3.704 1.123 -2.212
C -2.690 1.234 -0.338
C -3.290 -0.065 0.089
Au 0.283 1.539 2.689
H 2.362 -1.617 3.794
H 2.015 -2.204 5.399
H 1.138 -0.796 4.756
H -2.986 -1.914 2.024
H -3.733 -2.785 3.363
H -3.422 -3.660 1.859
H -0.298 5.055 0.554
H 0.505 3.603 1.201
H -0.972 4.215 1.947
H -3.819 0.006 1.046
H -2.542 -0.867 0.132
H -4.032 -0.369 -0.661
H -3.323 1.231 4.677
C 1.451 1.529 -1.599
Si 2.610 2.607 -2.644
H 0.399 1.757 -1.832
H 1.613 1.677 -0.521
C 4.261 1.729 -2.901
C 2.826 4.258 -1.771
C 1.922 3.039 -4.341
H 2.694 3.514 -4.964
H 1.073 3.733 -4.247
H 1.580 2.149 -4.882
H 4.787 1.605 -1.945
H 4.922 2.296 -3.577
H 4.108 0.731 -3.338
H 2.881 4.131 -0.680
H 1.970 4.910 -2.003
H 3.750 4.737 -2.130
Cl 1.797 1.804 5.444
C 2.034 1.585 3.725
H 2.620 2.425 3.356
H 2.560 0.647 3.589
```